# 1
Below is a molecular structure, C17H27IrN4O2P at a distorted geometry, with properties calculated with ωB97M-V with the def2-TZVPD basis set.

Atoms and positions in Å:
C  -0.22167  2.53700  -1.70783
C  -0.01695  1.33546  -2.59918
N  -0.12214  0.11416  -1.99472
C  -0.33554  -1.05634  -2.69572
C  -0.19948  -0.96109  -4.06864
C  0.01082  0.25289  -4.71555
C  0.00881  1.44932  -3.99380
C  -0.34353  -2.44226  -2.01997
P  0.07287  -1.99238  -0.27325
H  0.04893  2.44714  -4.47795
H  -0.28178  -1.91123  -4.58290
H  0.22156  0.25134  -5.78082
C  1.73959  2.70686  -0.23649
C  -0.47956  2.97256  0.70287
H  0.48156  -3.04947  -2.45540
H  -1.30250  2.78632  -1.59353
H  0.30183  3.44522  -2.08187
C  1.59525  -3.00350  -0.35522
C  -1.00187  -2.97509  0.81671
H  1.75351  -3.47530  0.61859
H  1.43705  -3.76876  -1.12857
H  2.41268  -2.34038  -0.64648
H  -0.73874  -2.84887  1.88302
H  -2.02187  -2.61038  0.61549
H  -0.88005  -4.03914  0.54997
H  -0.50684  4.05496  0.43780
H  -1.48937  2.53313  0.70058
H  -0.00782  2.83332  1.69230
H  1.79129  3.78286  -0.52831
H  2.11227  2.58512  0.79827
H  2.36621  2.09982  -0.91099
Ir  0.23234  0.10618  -0.01108
H  1.75510  -0.30746  -0.00264
O  -2.94776  -0.19493  -0.46980
H  -1.04639  -3.30854  -2.08679
H  -3.40055  -0.80933  -1.10921
N  0.31290  2.20946  -0.31765
N  0.65622  -0.19543  7.17307
C  -0.41012  0.11949  6.35566
O  -1.48334  0.50347  6.79594
C  -0.14792  0.08337  4.87672
C  1.12035  0.00018  4.27854
C  1.23635  -0.00228  2.88590
N  0.17021  0.17634  2.07202
C  -1.05840  0.18562  2.63576
C  -1.23475  0.22003  4.01015
H  0.42927  -0.27764  8.15274
H  1.45753  -0.72856  6.86016
H  2.02665  -0.13804  4.85872
H  2.20726  -0.02962  2.39516
H  -1.88926  0.28709  1.94243
H  -2.24789  0.29069  4.39306

Cartesian forces, eV/Å:
C 0.580 -0.365 0.747
C -1.241 1.483 0.309
N -0.500 -0.813 2.845
C -0.120 -1.421 -0.003
C -0.074 -0.064 -1.452
C 0.350 0.358 -1.187
C 0.401 -0.463 -1.060
C 0.052 1.833 0.057
P 0.921 -5.770 0.376
H 0.033 -0.823 0.327
H 0.115 0.229 -0.531
H -0.336 0.084 0.106
C 0.203 0.057 -0.089
C -0.173 0.046 -0.001
H 0.117 1.005 -0.001
H 0.468 -0.336 -0.310
H -0.427 -0.585 0.028
C 0.031 0.215 0.605
C -0.253 0.372 -0.194
H 0.414 0.100 -0.165
H 0.348 0.054 0.660
H 0.209 -0.408 0.080
H -0.127 0.106 -0.538
H 0.147 -0.458 0.412
H -0.211 0.410 0.035
H -0.025 -0.729 0.212
H 0.216 0.453 0.180
H -0.308 0.135 -0.542
H -0.035 -0.752 0.277
H -0.261 0.059 -0.557
H -0.177 0.374 0.192
Ir 0.196 2.233 -0.161
H -0.010 0.220 0.189
O -0.105 -0.583 -0.578
H -0.873 1.428 -0.197
H 0.103 0.581 0.598
N 0.665 1.899 -0.155
N -1.616 0.518 0.125
C 5.562 -1.348 -3.004
O -2.526 0.598 1.175
C -1.123 0.494 2.157
C 1.224 -0.596 -1.613
C 0.842 0.232 2.069
N 0.081 -0.543 -1.635
C -1.203 0.780 1.695
C -1.195 -0.265 -1.857
H 0.218 0.032 0.271
H -0.412 -0.048 -0.233
H -0.030 0.200 -0.177
H -0.128 -0.144 0.320
H -0.103 -0.050 0.293
H 0.097 -0.024 -0.101

Output
LUMO level (alpha / beta) = -10.196 / -13.726 eV
Multiplicity = 7
Net charge = +3
E_HOMO (alpha / beta) = -14.44 / -18.16 eV

***

# 2
Below is 2 unconnected molecules or ions with the total composition C17H27N2Si at a distorted geometry, with properties calculated with ωB97M-V with the def2-TZVPD basis set.

Atoms and positions in Å:
C  -2.97497  0.22266  1.12857
C  -1.86163  0.48293  2.10438
C  -0.45817  0.50702  1.56293
C  0.39847  1.64625  1.27527
C  -0.06419  3.08038  1.25837
C  1.74053  1.43222  0.94824
C  2.28347  0.14935  0.81674
C  3.73971  -0.05671  0.54118
C  1.40766  -0.93108  0.93396
C  0.05555  -0.76249  1.23646
C  -0.82317  -1.97829  1.26103
H  -3.65603  1.05208  0.91582
H  -2.60194  -0.19148  0.19260
H  -3.55190  -0.55933  1.61764
H  -2.05649  1.24540  2.86854
H  0.81427  3.73570  1.20028
H  -0.66876  3.30032  0.37114
H  -0.64027  3.35909  2.14173
H  2.39356  2.28797  0.77745
H  3.96807  -1.12056  0.46444
H  4.05500  0.42596  -0.39058
H  4.35684  0.36521  1.33850
H  1.77701  -1.94479  0.79143
H  -0.19367  -2.86944  1.30427
H  -1.48253  -1.96649  2.13634
H  -1.44657  -2.05317  0.35613
C  -3.32525  -0.04470  8.37001
Si  -2.91938  -1.66124  7.55564
C  -1.21845  -2.29268  7.93948
C  -4.18135  -2.93184  8.08536
N  -2.98501  -1.35274  5.72550
C  -2.24074  -0.55311  4.88280
N  -2.64132  -0.61212  3.60660
C  -3.72523  -1.48996  3.62650
C  -3.94723  -1.94744  4.89360
H  -3.20788  -0.15670  9.45809
H  -2.65854  0.75979  8.03148
H  -4.36358  0.25323  8.16639
H  -1.12166  -2.41198  9.02886
H  -1.03880  -3.27223  7.47469
H  -0.43797  -1.59870  7.60087
H  -4.07300  -3.07493  9.17185
H  -5.21369  -2.60718  7.89933
H  -4.03080  -3.90942  7.60861
H  -1.40093  0.02015  5.25438
H  -4.28554  -1.78554  2.75704
H  -4.69714  -2.63738  5.26795

Cartesian forces, eV/Å:
C -0.124 -1.044 0.231
C -0.604 2.521 0.197
C 0.590 -1.002 0.021
C -0.341 -0.302 0.873
C 0.044 0.122 0.094
C -0.495 -0.443 -0.084
C -0.584 -0.163 0.142
C 0.221 -0.081 -0.110
C 0.060 0.233 -0.129
C 0.355 -0.001 0.063
C -0.034 -0.341 0.171
H 0.408 0.163 0.325
H 0.029 0.220 0.067
H -0.439 0.230 -0.838
H 0.116 0.264 -0.936
H -0.309 -0.125 0.113
H -0.024 -0.153 0.151
H -0.072 -0.011 0.006
H -0.275 -0.091 0.024
H 0.031 0.087 -0.008
H -0.139 -0.047 0.118
H -0.083 -0.011 -0.010
H -0.008 0.179 -0.038
H -0.215 0.001 0.011
H 0.169 -0.276 -0.309
H 0.237 0.041 0.264
C 0.087 0.181 -0.071
Si 0.066 0.072 0.342
C 0.190 0.056 -0.116
C -0.157 -0.074 -0.488
N -0.283 0.213 -1.444
C -0.297 -0.697 0.586
N 0.665 -0.731 1.431
C 0.007 -0.238 0.046
C 0.826 0.683 -0.037
H -0.030 0.083 -0.265
H -0.163 -0.102 0.153
H 0.267 -0.056 0.050
H 0.007 0.043 -0.275
H -0.033 0.245 0.101
H -0.080 -0.175 0.119
H 0.044 0.105 -0.296
H 0.199 -0.085 0.058
H -0.047 0.178 0.123
H -0.089 0.006 -0.204
H 0.061 0.083 -0.088
H 0.247 0.238 -0.129

Output
LUMO level = -3.650 eV
Relative energy (zero: lowest compared OMol25 entry of this formula, charge and spin) = 43.2 kJ/mol
Net charge = +1
E_HOMO = -11.80 eV

***

# 3
Below is a single C17H27N3O2S molecule at a distorted geometry, with properties calculated with ωB97M-V with the def2-TZVPD basis set.

Atoms and positions in Å:
C  2.08507  2.27222  -1.93238
C  2.85120  2.71389  -0.68985
O  2.06504  2.64892  0.48913
C  1.47139  1.46357  0.83375
C  0.20265  1.57042  1.38766
C  -0.52331  0.45513  1.75823
C  0.01496  -0.80612  1.57537
C  -0.81157  -2.04230  1.79614
C  -1.23902  -2.62266  0.43461
N  -1.84859  -1.62683  -0.41551
C  -3.16390  -1.12608  -0.10434
N  -3.11859  0.31362  0.03698
C  -4.32573  0.87518  0.61535
C  -4.13654  2.33134  1.02245
C  -2.77148  0.90299  -1.23424
N  -1.68678  0.17091  -1.84238
C  -1.12508  -0.94540  -1.32815
S  0.32563  -1.45773  -1.93658
C  1.30692  -0.92223  1.08164
C  2.05479  0.18602  0.71065
O  3.32673  0.11428  0.22010
C  3.83954  -1.12672  -0.22734
C  4.52612  -1.91550  0.88440
H  1.16922  2.85232  -2.03287
H  2.69989  2.42620  -2.81502
H  1.82749  1.21700  -1.86879
H  3.11697  3.77283  -0.76383
H  3.76605  2.12416  -0.58097
H  -0.21050  2.56159  1.49679
H  -1.51871  0.56826  2.15801
H  -1.69378  -1.79469  2.38903
H  -0.24260  -2.80744  2.32738
H  -0.36165  -2.99217  -0.10040
H  -1.94420  -3.44774  0.57195
H  -3.49699  -1.56998  0.83520
H  -3.86599  -1.43460  -0.90880
H  -5.18167  0.78763  -0.07795
H  -4.55379  0.28532  1.50677
H  -4.09470  2.98498  0.15568
H  -3.21500  2.43879  1.58725
H  -4.97005  2.64567  1.64512
H  -2.45615  1.93840  -1.06564
H  -3.63924  0.90692  -1.93318
H  -1.11434  0.66230  -2.51180
H  1.71988  -1.91102  0.96343
H  3.05064  -1.71380  -0.70994
H  4.57873  -0.85882  -0.98950
H  3.82648  -2.17920  1.67342
H  4.95393  -2.82577  0.47254
H  5.32178  -1.31708  1.32182

Cartesian forces, eV/Å:
C 0.129 0.050 0.433
C 0.267 0.130 -0.589
O -0.017 -0.257 0.410
C -0.071 -0.079 -0.025
C 0.173 0.024 -0.115
C 0.161 -0.099 0.078
C 0.054 0.030 0.286
C -0.018 0.033 -0.316
C 0.118 -0.296 0.288
N -0.060 0.316 -0.177
C -0.298 0.029 -0.080
N 0.017 -0.145 -0.084
C 0.013 0.077 -0.004
C -0.100 -0.252 -0.101
C -0.401 0.335 -0.002
N -0.153 0.088 0.186
C -0.150 -0.107 -0.283
S 0.817 -0.268 -0.555
C 0.101 0.139 0.100
C -0.109 0.189 0.124
O -0.175 0.307 0.159
C 0.230 -0.404 -0.073
C -0.224 0.315 -0.177
H -0.091 0.062 -0.051
H 0.062 0.017 -0.125
H -0.057 -0.112 -0.064
H 0.003 -0.144 -0.004
H -0.144 0.189 -0.002
H -0.017 0.143 -0.004
H -0.083 0.002 0.024
H -0.005 -0.027 0.100
H -0.067 -0.043 0.075
H -0.187 -0.045 0.081
H 0.052 -0.004 -0.035
H 0.002 0.034 -0.063
H 0.051 0.038 0.185
H -0.003 -0.041 0.087
H -0.048 -0.015 -0.059
H 0.009 0.126 -0.054
H 0.109 0.051 0.087
H -0.065 0.098 0.027
H -0.053 -0.086 -0.076
H 0.109 0.050 0.206
H 0.009 -0.188 0.084
H 0.087 -0.105 -0.070
H 0.044 0.088 0.019
H -0.133 -0.082 0.047
H -0.032 -0.056 0.074
H 0.060 -0.119 -0.021
H 0.083 0.013 0.046

Output
LUMO level = 0.702 eV
SMILES = CCOc1ccc(CCN2CN(CC)CNC2=S)cc1OCC
Relative energy (zero: lowest compared OMol25 entry of this formula, charge and spin) = 95.9 kJ/mol
E_HOMO = -7.63 eV